Record 1
{
  "formula": "C38H62BCl32F2N2O4Si",
  "method": "ωB97M-V/def2-TZVPD",
  "gap_ev": 5.57,
  "largest_force_ev_per_a": 5.246,
  "lumo_energy_ev": -4.69,
  "total_charge": 1,
  "energy_ev": -466275.1089,
  "elements": ["C", "B", "O", "O", "C", "O", "C", "C", "C", "C", "C", "O", "N", "C", "C", "N", "C", "C", "C", "F", "F", "C", "C", "Si", "C", "C", "C", "C", "C", "C", "C", "C", "H", "H", "H", "H", "H", "H", "H", "H", "H", "H", "H", "H", "H", "H", "H", "H", "H", "H", "H", "H", "H", "H", "H", "H", "H", "H", "H", "H", "H", "H", "C", "Cl", "Cl", "H", "H", "C", "Cl", "Cl", "H", "H", "C", "Cl", "Cl", "H", "H", "C", "Cl", "Cl", "H", "H", "C", "Cl", "Cl", "H", "H", "C", "Cl", "Cl", "H", "H", "C", "Cl", "Cl", "H", "H", "C", "Cl", "Cl", "H", "H", "C", "Cl", "Cl", "H", "H", "C", "Cl", "Cl", "H", "H", "C", "Cl", "Cl", "H", "H", "C", "Cl", "Cl", "H", "H", "C", "Cl", "Cl", "H", "H", "C", "Cl", "Cl", "H", "H", "C", "Cl", "Cl", "H", "H", "C", "Cl", "Cl", "H", "H"],
  "positions_angstrom": [[3.330, -1.271, -3.701], [1.903, -0.474, -3.910], [0.872, -1.237, -4.609], [1.697, 0.918, -3.466], [1.094, 0.844, -2.196], [0.583, -0.264, -1.828], [1.037, 2.026, -1.126], [-0.303, 2.821, -0.942], [-0.368, 3.953, 0.148], [-1.812, 4.681, 0.292], [-2.693, 3.642, 1.187], [-2.732, 3.725, 2.443], [-3.412, 2.563, 0.480], [-3.413, 1.274, 1.243], [-4.844, 3.069, 0.332], [0.769, 4.321, 0.979], [2.044, 3.610, 0.851], [2.221, 2.449, -0.188], [3.586, 1.605, -0.336], [4.669, 2.218, 0.418], [4.066, 1.583, -1.707], [3.315, 0.095, 0.182], [2.645, 0.024, 1.640], [2.281, -1.768, 2.262], [3.628, -2.268, 3.533], [0.616, -1.653, 3.259], [1.968, -3.042, 0.867], [0.624, -3.892, 0.883], [0.314, -4.991, -0.207], [1.312, -5.287, -1.363], [2.622, -4.436, -1.412], [2.938, -3.340, -0.328], [4.220, -0.558, -3.614], [3.249, -1.917, -2.751], [3.465, -2.023, -4.573], [0.842, -2.137, -4.187], [-1.174, 2.533, -1.618], [-1.733, 5.700, 0.798], [-2.300, 4.689, -0.740], [-4.445, 1.042, 1.716], [-3.236, 0.422, 0.479], [-2.627, 1.202, 2.068], [-5.120, 3.596, 1.309], [-5.585, 2.224, 0.121], [-4.807, 3.861, -0.505], [0.683, 5.086, 1.692], [2.942, 3.898, 1.522], [2.757, -0.552, -0.576], [4.372, -0.374, 0.288], [1.669, 0.612, 1.754], [3.403, 0.494, 2.378], [3.841, -1.406, 4.270], [3.237, -3.141, 4.158], [4.613, -2.472, 2.984], [0.606, -0.787, 4.005], [-0.207, -1.428, 2.468], [0.319, -2.665, 3.719], [-0.189, -3.767, 1.682], [-0.648, -5.601, -0.158], [1.062, -6.114, -2.113], [3.378, -4.631, -2.244], [3.901, -2.707, -0.364], [-3.453, -3.658, 0.293], [-4.388, -5.156, 0.349], [-2.571, -3.395, 1.802], [-2.738, -3.718, -0.527], [-4.133, -2.823, 0.129], [1.138, 8.293, 2.548], [0.171, 6.810, 2.637], [2.074, 8.532, 4.025], [1.821, 8.220, 1.702], [0.469, 9.142, 2.411], [-5.797, -8.269, -0.943], [-5.055, -9.868, -1.080], [-6.312, -7.943, 0.716], [-5.072, -7.516, -1.243], [-6.666, -8.226, -1.599], [5.600, 5.213, 2.514], [3.902, 5.720, 2.546], [6.341, 5.370, 4.108], [5.652, 4.171, 2.199], [6.142, 5.840, 1.807], [-3.236, -7.142, -4.195], [-2.240, -6.378, -2.946], [-4.952, -7.054, -3.786], [-3.072, -6.630, -5.141], [-2.947, -8.188, -4.286], [6.905, -1.731, -2.096], [6.581, -1.881, -0.363], [6.113, -3.024, -3.004], [6.527, -0.770, -2.445], [7.979, -1.787, -2.261], [-7.844, 5.837, 0.092], [-7.305, 5.325, 1.696], [-6.705, 5.325, -1.161], [-8.818, 5.394, -0.112], [-7.922, 6.925, 0.077], [-8.156, 5.832, 5.595], [-6.863, 4.935, 4.787], [-9.747, 5.241, 5.105], [-8.050, 5.713, 6.672], [-8.074, 6.886, 5.331], [-3.709, -9.607, -7.499], [-3.639, -10.399, -5.921], [-3.005, -7.985, -7.436], [-3.154, -10.205, -8.220], [-4.750, -9.528, -7.810], [-1.185, 0.652, -6.633], [-2.335, -0.573, -7.184], [-0.912, 1.878, -7.876], [-1.584, 1.135, -5.742], [-0.238, 0.167, -6.399], [9.398, 0.760, 0.487], [9.476, 0.361, -1.235], [10.504, 2.077, 0.888], [8.381, 1.063, 0.733], [9.671, -0.121, 1.066], [6.524, 4.095, -1.457], [7.804, 2.911, -1.170], [6.995, 5.700, -0.881], [6.324, 4.148, -2.527], [5.626, 3.780, -0.929], [-4.381, -3.911, -5.905], [-4.761, -4.070, -4.183], [-5.143, -5.193, -6.859], [-4.747, -2.947, -6.256], [-3.301, -3.965, -6.036], [4.504, -0.514, 7.685], [3.327, -1.751, 7.228], [4.708, 0.681, 6.397], [4.155, -0.009, 8.584], [5.463, -0.993, 7.879], [-6.879, 8.827, 2.828], [-7.896, 10.022, 3.639], [-7.084, 8.896, 1.073], [-5.836, 9.026, 3.070], [-7.155, 7.832, 3.176], [1.389, -5.370, 4.836], [0.341, -4.191, 5.634], [1.202, -5.303, 3.080], [2.427, -5.149, 5.087], [1.130, -6.368, 5.187]],
  "forces_ev_per_angstrom": [[-0.450, 0.200, -0.061], [-0.340, -2.641, -0.974], [1.431, 1.396, 2.283], [-1.246, -0.388, 2.847], [-0.973, -3.825, 0.066], [1.945, 4.595, -0.996], [-0.707, 3.636, 1.989], [4.037, 0.270, 2.128], [0.510, -1.490, -1.574], [0.560, -1.546, 0.353], [-0.411, -0.360, 3.337], [0.748, 0.106, -4.517], [0.127, 0.855, 1.027], [-0.394, -1.578, 0.202], [0.418, 1.107, -0.275], [0.517, -3.866, -3.092], [-1.375, -2.265, -2.567], [-2.200, 1.849, -0.204], [0.130, -0.660, 0.163], [-2.492, -1.045, -1.354], [-1.246, 0.330, 2.874], [1.231, 0.128, 0.532], [0.788, 1.007, -0.269], [-0.923, -0.267, 1.253], [0.566, 0.438, 0.181], [-0.945, 0.027, -1.023], [-1.290, -3.386, -3.793], [1.740, -0.740, -3.246], [3.209, 2.032, -0.209], [0.781, 3.091, 3.116], [-2.160, 0.446, 2.426], [-2.967, -1.624, 0.471], [-1.144, -1.145, -0.089], [0.187, 1.001, -1.221], [-0.089, 1.403, 1.428], [0.204, 1.051, -0.850], [1.109, 0.760, 1.353], [-0.175, -1.511, -0.762], [0.878, 0.273, 1.392], [1.719, 0.604, -0.578], [-0.156, 1.367, 1.237], [-1.045, 0.308, -1.264], [-0.003, -0.823, -1.343], [1.319, 1.245, 0.056], [-0.421, -1.478, 1.353], [0.087, -0.618, -0.754], [-2.009, -0.352, -1.219], [0.621, 1.299, 0.862], [-1.663, 0.824, -0.356], [1.259, -0.726, -0.455], [-1.232, -0.689, -1.027], [-0.459, -1.239, -1.175], [0.849, 0.995, -1.003], [-1.268, -0.145, 0.976], [0.061, -1.376, -0.792], [1.187, -0.222, 1.255], [0.596, 1.876, -0.521], [1.759, 0.047, -1.607], [1.438, 1.003, 0.093], [0.592, 1.480, 1.178], [-1.149, 0.354, 1.349], [-1.572, -1.413, -0.205], [-0.034, 0.031, -0.391], [0.015, 0.103, -0.024], [-0.283, 0.175, 0.131], [-0.037, -0.065, 0.174], [0.069, -0.161, 0.150], [0.591, 0.597, -0.050], [-0.457, 0.152, 0.314], [-0.143, -0.003, -0.199], [-0.098, -0.117, 0.162], [-0.042, -0.269, 0.104], [-0.004, 0.131, -0.075], [0.030, 0.029, -0.117], [-0.079, 0.048, 0.035], [-0.088, -0.208, 0.205], [0.109, -0.095, 0.173], [0.658, -0.130, -0.036], [-0.095, 0.256, 0.071], [-0.069, -0.054, -0.161], [-0.096, 0.134, 0.106], [-0.206, -0.035, 0.159], [-0.013, -0.080, -0.133], [0.170, 0.030, 0.094], [0.017, -0.755, -0.197], [-0.098, 0.025, 0.247], [-0.080, 0.178, 0.102], [0.104, 0.125, -0.300], [0.115, 0.089, 0.119], [0.124, -0.029, -0.007], [-0.028, -0.158, 0.127], [-0.215, -0.104, 0.124], [-0.391, 0.100, -0.099], [-0.220, 0.194, -0.144], [-0.265, 0.254, -0.247], [0.246, -0.096, 0.035], [0.127, -0.441, 0.004], [-0.127, 0.185, 0.164], [0.210, 0.006, 0.255], [0.028, 0.092, 0.049], [-0.008, -0.096, -0.212], [-0.038, -0.190, -0.043], [-0.114, -0.189, -0.199], [-0.051, -0.075, -0.047], [0.027, -0.086, -0.279], [0.011, 0.134, 0.198], [0.162, 0.076, 0.164], [0.221, -0.002, 0.211], [-0.009, -0.064, 0.093], [0.041, 0.055, 0.074], [-0.041, -0.063, -0.218], [-0.222, 0.003, -0.126], [-0.048, -0.173, 0.397], [0.189, -0.260, 0.010], [-0.055, -0.077, 0.073], [0.172, 0.008, -0.144], [0.065, 0.136, -0.187], [-0.206, -0.144, -0.080], [-0.442, 0.306, -0.244], [-0.080, 0.130, -0.022], [0.168, 0.049, 0.164], [0.257, 0.075, -0.037], [0.052, 0.258, -0.084], [0.133, 0.772, -0.164], [0.065, 0.140, -0.024], [-0.021, -0.204, 0.072], [-0.175, -0.084, 0.070], [0.097, -0.094, 0.279], [-0.014, -0.026, 0.109], [0.072, 0.091, 0.003], [-0.035, -0.039, -0.234], [-0.162, 0.061, -0.161], [0.100, -0.130, 0.303], [0.061, -0.079, 0.059], [0.201, 0.265, 0.060], [-0.188, 0.071, -0.124], [-0.035, 0.146, -0.175], [0.196, -0.406, 0.162], [0.027, -0.174, 0.324], [0.319, -0.492, 0.767], [-0.185, 0.054, -0.049], [-0.056, 0.199, -0.066]]
}


Record 2
{
  "formula": "C38H62BN9OPSTi",
  "method": "ωB97M-V/def2-TZVPD",
  "de_lowest_kcal_mol": 18.77,
  "gap_ev": [6.13, 5.87],
  "largest_force_ev_per_a": 1.856,
  "lumo_energy_ev": [2.40, 2.40],
  "total_charge": -1,
  "energy_ev": -99793.1963,
  "elements": ["Ti", "C", "C", "C", "C", "N", "N", "B", "N", "N", "C", "C", "C", "C", "C", "C", "C", "C", "N", "N", "C", "C", "C", "C", "C", "C", "C", "C", "C", "C", "C", "C", "H", "H", "H", "H", "H", "H", "H", "H", "H", "H", "H", "H", "H", "H", "H", "H", "H", "H", "H", "H", "H", "H", "H", "H", "H", "H", "H", "H", "H", "H", "H", "H", "H", "H", "H", "H", "H", "H", "H", "H", "N", "C", "S", "N", "N", "C", "C", "C", "C", "C", "C", "C", "O", "H", "H", "H", "H", "H", "H", "H", "C", "C", "P", "C", "C", "C", "C", "H", "H", "H", "H", "H", "H", "H", "H", "H", "H", "H", "H", "H", "H", "H"],
  "positions_angstrom": [[-0.354, -0.457, 0.351], [1.404, 4.863, -0.004], [0.422, 3.990, 0.702], [-0.670, 4.359, 1.443], [-1.223, 3.155, 1.922], [-0.492, 2.114, 1.522], [0.528, 2.648, 0.771], [1.917, 1.922, 0.737], [1.859, 0.682, 1.669], [1.552, -0.606, 1.276], [2.094, -1.424, 2.201], [2.670, -0.649, 3.210], [2.504, 0.663, 2.836], [2.955, 1.890, 3.556], [2.237, -2.942, 2.177], [3.711, -3.252, 2.484], [1.365, -3.568, 3.274], [1.906, -3.564, 0.827], [2.506, 1.610, -0.654], [2.020, 0.702, -1.547], [2.880, 0.681, -2.559], [3.950, 1.568, -2.309], [3.691, 2.122, -1.084], [4.603, 3.044, -0.331], [2.769, -0.131, -3.839], [4.144, -0.720, -4.189], [1.778, -1.276, -3.725], [2.325, 0.809, -4.974], [-2.432, 3.048, 2.827], [-2.150, 2.012, 3.923], [-2.700, 4.401, 3.489], [-3.678, 2.663, 2.012], [0.924, 5.796, -0.295], [1.796, 4.378, -0.901], [2.245, 5.102, 0.651], [-1.036, 5.366, 1.587], [2.704, 2.679, 1.239], [3.161, -0.996, 4.106], [3.220, 1.619, 4.577], [2.170, 2.647, 3.581], [3.832, 2.332, 3.079], [4.013, -2.885, 3.468], [4.368, -2.801, 1.734], [3.858, -4.334, 2.467], [1.605, -3.137, 4.252], [1.547, -4.647, 3.319], [0.312, -3.393, 3.062], [2.372, -3.004, 0.012], [0.839, -3.571, 0.655], [2.268, -4.598, 0.796], [4.809, 1.777, -2.928], [5.500, 3.196, -0.931], [4.904, 2.617, 0.628], [4.158, 4.017, -0.133], [4.522, -1.325, -3.361], [4.882, 0.053, -4.411], [4.053, -1.360, -5.071], [2.008, -1.925, -2.875], [1.796, -1.879, -4.640], [0.763, -0.910, -3.582], [3.021, 1.645, -5.081], [1.333, 1.217, -4.761], [2.279, 0.267, -5.925], [-1.374, 2.379, 4.603], [-1.804, 1.079, 3.483], [-3.057, 1.813, 4.503], [-1.836, 4.745, 4.066], [-3.552, 4.302, 4.168], [-2.950, 5.167, 2.748], [-3.451, 1.874, 1.302], [-4.045, 3.530, 1.450], [-4.481, 2.307, 2.664], [-2.388, -4.195, -0.871], [-1.628, -3.178, -0.284], [-0.510, -2.300, -1.309], [-1.771, -2.955, 0.958], [-0.866, -2.025, 1.509], [-1.407, -1.046, 2.303], [-2.850, -0.804, 2.161], [-3.814, -0.934, 3.146], [-5.168, -0.838, 2.831], [-5.545, -0.643, 1.507], [-4.588, -0.496, 0.509], [-3.231, -0.529, 0.835], [-2.268, -0.271, -0.030], [-2.491, -4.075, -1.865], [-3.259, -4.360, -0.390], [-0.866, -0.794, 3.211], [-3.500, -1.142, 4.166], [-5.922, -0.941, 3.605], [-6.597, -0.600, 1.246], [-4.881, -0.338, -0.524], [-3.020, -0.524, -3.187], [-1.757, 0.322, -3.369], [-1.280, 1.378, -1.913], [-2.891, 2.293, -1.805], [-2.809, 3.727, -1.286], [-0.243, 2.650, -2.798], [-0.718, 3.230, -4.132], [-3.177, -1.155, -4.067], [-3.905, 0.108, -3.067], [-2.936, -1.164, -2.314], [-1.902, 0.986, -4.222], [-0.903, -0.323, -3.581], [-3.521, 1.700, -1.140], [-3.354, 2.279, -2.795], [-2.291, 3.771, -0.330], [-3.814, 4.136, -1.143], [-2.280, 4.384, -1.985], [0.746, 2.198, -2.912], [-0.121, 3.457, -2.067], [-0.561, 2.528, -4.954], [-0.159, 4.140, -4.373], [-1.782, 3.490, -4.114]],
  "forces_ev_per_angstrom": [[-1.737, -0.338, 0.560], [0.074, -0.138, -0.018], [0.014, 0.008, 0.076], [-0.274, 0.136, -0.088], [0.087, 0.008, 0.228], [0.282, 0.412, -0.405], [0.177, -0.293, 0.064], [-0.246, 0.030, -0.187], [0.225, -0.072, -0.325], [1.092, 0.199, 0.451], [0.044, 0.074, 0.022], [0.055, -0.162, 0.253], [0.068, 0.150, 0.271], [0.002, -0.037, 0.071], [-0.175, 0.063, -0.056], [0.134, 0.043, 0.034], [0.025, 0.042, 0.061], [0.042, 0.024, -0.043], [0.190, 0.019, 0.359], [0.005, 0.025, -0.033], [0.292, -0.006, -0.099], [-0.034, -0.012, -0.094], [0.034, -0.051, -0.085], [-0.126, -0.102, 0.021], [-0.060, 0.056, 0.040], [-0.016, -0.006, 0.060], [-0.143, -0.125, 0.223], [-0.029, -0.016, 0.042], [-0.069, -0.130, -0.001], [0.061, -0.019, -0.076], [-0.009, 0.056, 0.075], [-0.003, 0.070, 0.002], [-0.004, 0.016, -0.005], [0.004, 0.021, 0.038], [0.033, -0.007, -0.030], [0.031, -0.124, -0.009], [-0.102, -0.018, -0.065], [-0.035, 0.028, -0.085], [-0.012, 0.024, 0.015], [0.026, -0.029, 0.000], [-0.027, 0.007, 0.018], [0.001, -0.055, -0.079], [-0.043, -0.041, 0.061], [0.008, 0.026, -0.002], [-0.002, -0.058, -0.039], [-0.009, 0.060, -0.011], [-0.005, -0.010, -0.012], [-0.017, -0.062, 0.006], [-0.106, 0.004, -0.067], [-0.010, 0.104, 0.043], [-0.042, -0.061, 0.023], [0.011, 0.007, -0.013], [-0.022, 0.015, -0.043], [-0.058, 0.041, 0.028], [-0.008, 0.017, -0.054], [-0.012, 0.012, 0.026], [0.009, 0.029, 0.023], [-0.025, 0.045, -0.086], [-0.015, 0.045, 0.058], [0.175, -0.077, 0.060], [-0.026, -0.015, -0.018], [0.089, -0.053, -0.067], [0.005, 0.023, 0.063], [-0.001, 0.000, -0.050], [-0.084, 0.118, 0.096], [0.047, 0.013, -0.036], [-0.063, -0.025, -0.034], [0.025, 0.028, -0.013], [0.007, -0.059, 0.076], [-0.001, -0.084, -0.023], [0.047, -0.106, 0.032], [0.062, 0.039, -0.021], [0.247, 0.002, -0.121], [0.056, -0.058, -0.168], [0.268, 0.075, -0.055], [0.076, -0.232, 0.636], [-0.394, 0.048, -0.810], [0.579, -0.029, -0.913], [0.102, -0.028, 0.082], [-0.061, -0.021, 0.085], [0.013, 0.004, 0.026], [0.088, 0.013, -0.017], [-0.136, 0.010, -0.101], [-0.069, 0.010, 0.156], [-0.622, 0.166, 0.130], [-0.096, 0.054, -0.011], [-0.017, -0.007, 0.079], [0.044, -0.025, 0.079], [-0.041, 0.030, -0.055], [0.050, -0.003, -0.032], [0.019, 0.011, 0.004], [0.019, 0.021, 0.027], [0.082, 0.084, -0.005], [-0.049, -0.120, 0.159], [0.205, 0.246, -0.728], [0.100, 0.100, 0.241], [-0.015, -0.036, -0.081], [-0.004, 0.008, 0.073], [-0.049, -0.010, 0.070], [-0.006, 0.027, 0.028], [0.060, -0.068, -0.015], [0.018, -0.055, 0.095], [0.043, 0.017, -0.069], [-0.218, 0.014, -0.048], [-0.050, -0.038, -0.025], [-0.036, 0.012, -0.005], [-0.010, 0.030, -0.041], [0.056, -0.004, -0.001], [-0.027, -0.058, 0.063], [-0.106, 0.114, 0.062], [0.034, -0.036, -0.014], [-0.053, 0.054, 0.041], [-0.025, -0.042, -0.009], [0.094, -0.021, -0.020]]
}